[1]
{"formula": "C14H42NO10", "method": "ωB97M-V with the def2-TZVPD basis set", "elements": ["N", "O", "O", "O", "C", "C", "O", "H", "H", "H", "H", "H", "H", "C", "C", "O", "H", "H", "H", "H", "H", "H", "C", "C", "O", "H", "H", "H", "H", "H", "H", "C", "C", "O", "H", "H", "H", "H", "H", "H", "C", "C", "O", "H", "H", "H", "H", "H", "H", "C", "C", "O", "H", "H", "H", "H", "H", "H", "C", "C", "O", "H", "H", "H", "H", "H", "H"], "xyz": [[43.21, 9.93, 11.67], [43.16, 8.65, 11.97], [42.36, 10.65, 12.22], [44.18, 10.41, 11.02], [41.51, 13.18, 16.14], [41.97, 12.86, 14.82], [41.44, 11.60, 14.59], [40.47, 13.03, 15.99], [41.53, 14.26, 16.21], [42.16, 12.74, 16.91], [43.04, 12.74, 14.76], [41.48, 13.33, 13.86], [41.65, 11.35, 13.70], [43.08, 15.43, 10.94], [43.46, 13.95, 11.12], [42.15, 13.44, 11.45], [44.02, 16.07, 10.96], [42.68, 15.65, 11.75], [42.33, 15.70, 10.10], [44.17, 13.47, 11.85], [43.68, 13.70, 10.28], [42.31, 12.55, 11.63], [40.66, 6.77, 15.62], [41.64, 7.59, 14.74], [41.24, 7.24, 13.40], [40.69, 5.62, 15.57], [39.72, 7.07, 15.44], [40.69, 7.23, 16.55], [42.68, 7.39, 15.14], [41.33, 8.49, 14.65], [41.87, 7.78, 12.95], [37.46, 10.33, 12.90], [38.92, 9.81, 12.51], [38.94, 8.49, 12.83], [37.27, 11.34, 12.54], [37.35, 10.33, 13.97], [36.72, 9.66, 12.37], [39.52, 10.47, 12.94], [39.16, 10.22, 11.38], [39.70, 8.32, 13.43], [45.39, 10.10, 15.85], [44.86, 9.87, 14.49], [44.80, 8.51, 14.30], [45.25, 11.07, 15.98], [46.31, 9.85, 15.88], [44.72, 9.61, 16.54], [45.34, 10.22, 13.66], [44.02, 10.41, 14.18], [44.29, 8.27, 13.40], [45.56, 11.52, 6.55], [45.42, 10.84, 7.88], [44.34, 11.44, 8.50], [46.39, 10.97, 6.00], [45.82, 12.52, 6.50], [44.66, 11.24, 5.91], [46.32, 10.85, 8.44], [45.22, 9.65, 7.91], [44.34, 11.38, 9.40], [46.80, 6.27, 9.51], [45.81, 7.22, 10.27], [46.47, 8.49, 10.46], [46.61, 5.26, 9.48], [48.05, 6.30, 9.96], [46.48, 6.71, 8.40], [45.63, 6.87, 11.31], [44.65, 7.35, 9.87], [45.85, 9.21, 10.51]], "nbo_charge": [0.73, -0.58, -0.52, -0.53, -0.65, -0.08, -0.77, 0.23, 0.20, 0.22, 0.15, 0.19, 0.49, -0.59, -0.04, -0.75, 0.18, 0.19, 0.21, 0.17, 0.14, 0.48, -0.63, -0.08, -0.75, 0.20, 0.20, 0.20, 0.19, 0.17, 0.49, -0.63, -0.03, -0.72, 0.19, 0.19, 0.20, 0.17, 0.12, 0.50, -0.60, -0.07, -0.77, 0.20, 0.20, 0.20, 0.16, 0.16, 0.50, -0.62, -0.05, -0.74, 0.19, 0.21, 0.21, 0.16, 0.14, 0.49, -0.61, -0.09, -0.76, 0.19, 0.21, 0.21, 0.16, 0.19, 0.50], "e_above_lowest_kcal_mol": 260.7, "charge": -1, "max_force_ev_per_a": 11.235}


[2]
{"formula": "C14H42NaO7S7", "method": "ωB97M-V with the def2-TZVPD basis set", "elements": ["Na", "C", "S", "O", "C", "H", "H", "H", "H", "H", "H", "C", "S", "O", "C", "H", "H", "H", "H", "H", "H", "C", "S", "O", "C", "H", "H", "H", "H", "H", "H", "C", "S", "O", "C", "H", "H", "H", "H", "H", "H", "C", "S", "O", "C", "H", "H", "H", "H", "H", "H", "C", "S", "O", "C", "H", "H", "H", "H", "H", "H", "C", "S", "O", "C", "H", "H", "H", "H", "H", "H"], "xyz": [[0.80, 0.16, -0.04], [-2.55, -3.50, 0.91], [-2.10, -2.65, -0.59], [-0.86, -1.81, -0.20], [-1.50, -4.15, -1.48], [-3.48, -4.05, 0.74], [-2.69, -2.83, 1.77], [-1.80, -4.23, 1.19], [-2.26, -4.93, -1.41], [-0.55, -4.50, -1.07], [-1.35, -3.83, -2.51], [-0.31, -0.53, -3.29], [-1.95, -1.23, -3.84], [-2.99, -0.55, -2.96], [-1.98, -0.27, -5.40], [-0.01, 0.48, -3.56], [0.47, -1.10, -3.78], [-0.17, -0.49, -2.21], [-1.38, -0.62, -6.24], [-1.82, 0.80, -5.22], [-3.01, -0.33, -5.78], [-2.76, 0.84, 3.39], [-2.30, 1.61, 1.72], [-1.07, 0.92, 1.23], [-3.83, 1.13, 0.78], [-1.98, 0.85, 4.14], [-3.17, -0.16, 3.28], [-3.63, 1.42, 3.69], [-3.79, 0.05, 0.66], [-3.81, 1.55, -0.23], [-4.74, 1.43, 1.30], [3.40, 2.42, 3.21], [2.30, 3.01, 1.85], [2.26, 1.79, 0.93], [0.81, 2.92, 2.84], [4.43, 2.39, 2.86], [3.08, 1.50, 3.71], [3.47, 3.16, 4.01], [0.55, 1.89, 3.09], [-0.01, 3.29, 2.22], [0.93, 3.62, 3.67], [4.26, -2.08, -0.73], [3.75, -0.80, -1.99], [2.30, -0.48, -1.89], [4.76, 0.61, -1.30], [3.84, -3.07, -0.90], [3.99, -1.81, 0.29], [5.32, -2.30, -0.72], [5.79, 0.31, -1.09], [4.40, 1.00, -0.35], [4.67, 1.37, -2.08], [1.26, -3.46, 1.80], [1.92, -2.01, 2.74], [2.26, -0.99, 1.66], [0.33, -1.62, 3.44], [0.34, -3.18, 1.28], [1.08, -4.33, 2.42], [2.03, -3.73, 1.08], [-0.49, -1.94, 2.79], [0.31, -0.54, 3.54], [0.26, -2.09, 4.42], [-2.17, 2.72, -2.27], [-0.83, 2.98, -1.05], [0.35, 2.15, -1.51], [-0.33, 4.70, -1.36], [-2.32, 1.64, -2.19], [-1.83, 2.97, -3.27], [-3.05, 3.26, -1.93], [-0.07, 4.92, -2.40], [0.43, 4.99, -0.63], [-1.17, 5.37, -1.20]], "lowdin_charge": [0.16, -0.27, 0.88, -0.56, -0.22, 0.06, 0.05, 0.05, 0.06, 0.06, 0.03, -0.25, 0.85, -0.60, -0.25, 0.05, 0.05, 0.01, 0.06, 0.05, 0.05, -0.21, 0.84, -0.59, -0.20, 0.05, 0.04, 0.04, 0.05, 0.03, 0.06, -0.23, 0.91, -0.57, -0.27, 0.05, 0.06, 0.05, 0.04, 0.02, 0.06, -0.24, 0.90, -0.55, -0.22, 0.04, 0.02, 0.05, 0.05, 0.04, 0.05, -0.23, 0.90, -0.55, -0.25, 0.01, 0.06, 0.05, 0.04, 0.04, 0.06, -0.22, 0.84, -0.53, -0.23, 0.02, 0.06, 0.06, 0.06, 0.05, 0.05], "charge": 1, "max_force_ev_per_a": 3.173}


[3]
{"formula": "C14H42O14", "method": "ωB97M-V with the def2-TZVPD basis set", "elements": ["O", "C", "C", "O", "H", "H", "H", "H", "H", "H", "O", "C", "C", "O", "H", "H", "H", "H", "H", "H", "O", "C", "C", "O", "H", "H", "H", "H", "H", "H", "O", "C", "C", "O", "H", "H", "H", "H", "H", "H", "O", "C", "C", "O", "H", "H", "H", "H", "H", "H", "O", "C", "C", "O", "H", "H", "H", "H", "H", "H", "O", "C", "C", "O", "H", "H", "H", "H", "H", "H"], "xyz": [[0.26, -0.91, 6.30], [-0.79, -0.21, 5.61], [-0.32, 0.69, 4.46], [0.19, 1.88, 5.06], [-0.07, -1.70, 6.73], [-1.28, -1.06, 5.12], [-1.33, 0.33, 6.39], [-1.29, 1.00, 4.04], [0.31, 0.15, 3.76], [-0.07, 2.55, 4.43], [0.38, 3.26, -3.21], [1.36, 3.66, -2.25], [2.36, 2.54, -2.05], [2.92, 2.74, -0.72], [-0.02, 4.05, -3.59], [1.93, 4.46, -2.73], [0.94, 4.13, -1.36], [3.15, 2.61, -2.78], [1.91, 1.55, -2.15], [3.78, 2.32, -0.77], [3.04, -0.27, 3.73], [2.60, -0.68, 2.40], [3.73, -1.32, 1.59], [3.45, -2.66, 1.24], [2.28, 0.13, 4.16], [1.81, -1.40, 2.61], [2.10, 0.12, 1.85], [4.72, -1.30, 2.04], [3.72, -0.69, 0.70], [2.53, -2.66, 0.96], [0.64, -1.97, 0.32], [-0.48, -1.09, 0.35], [-0.55, -0.08, -0.83], [-0.38, -0.64, -2.13], [0.70, -2.40, -0.54], [-1.25, -1.86, 0.43], [-0.48, -0.51, 1.27], [0.12, 0.73, -0.55], [-1.53, 0.37, -0.67], [-0.37, 0.16, -2.67], [3.80, -0.09, -4.16], [3.42, 0.15, -5.48], [2.08, 0.87, -5.59], [0.97, 0.19, -5.08], [3.17, -0.72, -3.81], [4.21, 0.61, -6.08], [3.46, -0.83, -5.95], [1.95, 1.10, -6.65], [2.21, 1.78, -5.01], [0.25, 0.80, -4.90], [-2.95, 3.41, -4.53], [-3.54, 2.21, -4.13], [-2.56, 1.50, -3.15], [-1.25, 1.24, -3.76], [-3.51, 4.17, -4.33], [-4.48, 2.47, -3.65], [-3.68, 1.42, -4.87], [-2.95, 0.65, -2.59], [-2.45, 2.20, -2.32], [-0.70, 2.02, -3.71], [-5.42, -4.72, 4.06], [-4.16, -4.61, 4.74], [-3.22, -3.50, 4.34], [-2.51, -3.79, 3.20], [-5.91, -5.47, 4.41], [-4.39, -4.46, 5.80], [-3.57, -5.51, 4.57], [-2.55, -3.37, 5.19], [-3.71, -2.53, 4.41], [-2.74, -3.19, 2.49]], "nbo_charge": [-0.74, -0.08, -0.10, -0.71, 0.47, 0.16, 0.18, 0.17, 0.17, 0.46, -0.76, -0.08, -0.09, -0.72, 0.49, 0.17, 0.19, 0.18, 0.18, 0.48, -0.72, -0.10, -0.08, -0.72, 0.47, 0.17, 0.15, 0.20, 0.14, 0.48, -0.76, -0.07, -0.10, -0.73, 0.49, 0.17, 0.17, 0.16, 0.15, 0.50, -0.73, -0.09, -0.09, -0.73, 0.48, 0.19, 0.16, 0.16, 0.16, 0.49, -0.73, -0.09, -0.09, -0.78, 0.48, 0.17, 0.18, 0.20, 0.16, 0.51, -0.73, -0.09, -0.09, -0.71, 0.47, 0.16, 0.17, 0.16, 0.17, 0.48], "e_above_lowest_kcal_mol": 70.3, "max_force_ev_per_a": 3.053, "smiles": "OCCO.OCCO.OCCO.OCCO.OCCO.OCCO.OCCO"}


These records have HOMO energy values of -6.61, -11.00, -9.54 eV, in the order they appear.
These records have HOMO-LUMO gap values of 9.6, 9.1, 9.6 eV, in the order they appear.
These records have electronic energy values of -1365.3322, -4034.5637, -1611.7535 a.u., in the order they appear.